# 1
Entry from OMol25: a 9-piece molecular cluster, C29H59BCl16O5PS overall at a distorted geometry (ωB97M-V/def2-TZVPD).

## Properties
ΔE to the lowest compared entry with this formula, charge and spin	10.846	eV
max |F|	5.03	eV Å⁻¹
2S+1	1
orbital gap	5.72	eV
lowest unoccupied orbital energy	1.66	eV
net charge	-1
HOMO	-4.063	eV

Structure (XYZ):
```
112
Properties=species:S:1:pos:R:3:forces:R:3
Cl -5.5114 5.5903 -12.6585 0.027 -0.119 0.015
Cl -4.8375 -3.3658 2.6532 -0.372 -0.100 0.037
Cl 2.4687 -7.0763 9.3687 -0.004 -0.117 0.034
Cl -0.2742 1.6145 -7.5695 -0.118 0.010 -0.132
Cl -3.8856 7.8555 -13.5096 0.101 -0.004 -0.038
Cl -4.0621 3.2963 4.1346 -0.174 0.030 0.050
Cl -0.5746 -4.1742 6.5982 -0.047 -0.022 0.135
Cl -0.4139 -7.2949 9.7441 -0.055 -0.171 0.259
Cl -1.2789 5.1580 -10.5254 -0.022 0.048 0.080
Cl -6.9403 3.6062 3.7902 -0.173 0.016 -0.061
Cl 2.8673 -3.7559 -1.2301 0.332 -0.523 -0.351
Cl -1.9037 2.6865 -11.9396 -0.061 -0.074 -0.012
Cl 5.1478 -4.3861 0.4731 0.107 -0.033 -0.023
Cl -6.3579 -0.8785 2.6344 -0.150 0.032 0.025
Cl 2.0063 0.9844 -5.8664 -0.088 -0.116 -0.666
Cl -1.1994 -6.6457 5.1840 -0.065 -0.212 0.034
S 0.7527 3.6268 -1.7435 0.755 0.943 -0.398
P 1.6932 1.8223 0.6276 -0.060 -0.723 -0.271
O -1.1753 2.2833 0.6542 1.023 1.461 3.002
O 3.8505 0.1865 -1.7436 -1.719 -1.597 -1.909
O 0.1637 4.3186 1.4470 1.286 -1.827 -1.301
O 3.0371 0.6944 0.3462 -0.123 -2.444 -2.954
O 0.7603 1.1616 -0.7320 1.556 -4.653 -1.110
C 1.2308 1.3282 4.0336 0.488 0.650 1.117
C -0.5291 -1.2503 4.0249 -1.336 -1.133 -1.315
C 2.8003 2.4463 2.0422 1.536 1.031 1.659
C 1.9884 -0.1093 3.8499 0.662 0.183 -0.180
C -1.4408 -2.0395 3.1539 1.023 1.512 0.838
C 0.6309 -1.5091 -0.3454 -1.451 -0.562 0.911
C -1.7142 -3.6592 3.2502 0.235 0.893 -0.714
C -6.4472 -2.6406 2.7427 -0.219 -0.287 -0.009
C -1.9913 3.5452 -10.3970 -0.179 -0.179 0.408
C -0.7949 -3.7144 -0.8567 0.609 4.152 -0.829
C 0.8544 2.9878 -3.5007 -0.062 -0.521 -0.576
C 2.8669 -0.2780 -0.7529 0.829 1.843 2.100
C 1.0743 1.5531 5.6838 -0.125 0.083 -1.387
C -3.9351 6.1045 -13.2714 0.333 -0.255 -0.068
C 1.1410 -8.1244 9.8821 0.196 -0.339 0.091
C -1.2871 -5.7869 6.7267 -0.031 -0.007 0.338
C 1.2547 -0.1977 -1.1048 -0.280 -0.276 -0.078
C -2.3199 -1.2251 1.9889 -0.584 -0.567 0.706
C -2.1082 2.4446 1.7797 -0.714 0.357 -0.330
C 1.0895 -1.4349 4.1834 -0.855 -1.992 0.077
C -0.6232 -2.2312 -1.1316 0.734 -4.513 1.476
C 4.7085 0.2865 -4.1046 -0.911 0.405 0.956
C 2.2570 3.1023 -0.7223 1.663 0.731 -1.100
C 1.4224 1.1198 -7.5294 0.389 -0.137 -0.133
C 2.0863 2.6269 3.4983 0.858 -0.543 0.910
C 4.5639 -4.2507 -1.1900 0.090 -0.082 -0.349
C 3.7494 -0.5401 -3.0190 0.968 0.540 -1.501
C -5.3784 3.4899 2.9705 0.285 -0.015 -0.326
C -0.4880 2.0519 -3.8283 -0.336 -0.209 0.528
B 0.1519 2.9245 0.9636 -2.780 1.294 -0.322
H 2.6959 4.0766 -0.2414 -0.677 -1.565 -1.086
H 1.0850 4.6832 1.2543 -1.772 -0.871 0.592
H 1.3152 -1.9170 5.2374 -0.142 1.239 -1.867
H 3.3168 -1.3029 -0.3754 -1.469 1.829 -0.745
H -2.7768 3.4013 1.6069 1.381 -1.650 0.458
H 1.4123 -2.2643 3.3876 -0.792 1.718 1.768
H -2.5595 -1.9924 1.1205 0.576 1.488 1.852
H -3.0391 3.6415 -10.1023 0.260 0.049 -0.200
H 2.8989 -0.1128 4.6129 -1.842 0.055 -1.493
H -0.1854 0.9453 -4.1418 -0.669 2.472 0.504
H -1.1446 1.9450 -2.8420 1.564 0.323 -2.023
H -3.7463 5.6099 -14.2273 -0.162 0.192 0.229
H 2.0883 1.2274 6.1955 -2.127 0.848 -0.924
H -1.1871 2.5450 -4.6534 1.658 -1.113 1.609
H 0.2013 0.8619 6.0430 1.619 1.487 -0.306
H 1.1263 -9.0154 9.2497 -0.033 0.329 0.075
H 2.6751 -0.5619 -3.4926 1.848 -0.031 1.279
H 1.5218 0.1492 -8.0216 -0.137 0.228 0.201
H -1.4464 2.9748 -9.6408 -0.028 0.186 -0.294
H 1.4298 -2.3691 -0.1378 -1.860 2.264 -0.475
H 1.1005 0.6740 1.3277 0.036 0.775 0.677
H -1.5153 2.5555 2.7824 -1.390 -0.241 -1.670
H 1.8480 2.3749 -3.5975 -1.951 1.172 0.159
H 5.5275 0.8256 -3.4659 -1.297 -1.225 -1.374
H -1.6947 -4.3536 -1.2522 1.932 1.476 0.704
H 0.9149 -0.3714 -2.2184 1.157 0.534 1.854
H 3.0401 2.6542 -1.4682 -1.301 0.888 1.411
H -2.3349 -5.6907 7.0213 0.239 0.036 -0.202
H -5.2111 4.4021 2.3927 -0.046 -0.201 0.258
H -0.7422 -6.3574 7.4828 -0.112 0.246 -0.442
H 2.0227 1.8645 -8.0577 -0.223 -0.110 0.227
H -2.5693 -3.7935 4.0705 2.134 0.256 -1.565
H 0.1650 1.4049 3.5588 2.052 -0.617 0.787
H 3.3005 3.4938 1.7722 -1.008 -2.033 0.539
H -5.3913 2.6264 2.3011 0.008 0.160 0.268
H -1.7110 -0.3423 1.5201 -1.048 -1.722 1.132
H 4.1567 -1.6393 -2.9822 -0.817 1.861 0.330
H 2.4927 -0.2472 2.7776 -1.435 0.492 2.251
H 5.1642 -3.5060 -1.7183 -0.191 -0.069 0.235
H 2.9705 2.7725 4.2879 -1.762 -0.233 -1.536
H -2.8658 1.5233 1.8248 1.866 1.867 -0.044
H 4.6633 -5.2212 -1.6822 -0.077 0.215 0.226
H 4.0316 1.1415 -4.5715 1.820 -1.878 0.891
H -3.3555 -0.8382 2.3882 1.937 -0.605 -0.768
H 0.0318 -4.2650 -0.1981 -2.064 1.393 -1.454
H -2.1895 -4.0284 2.2341 1.214 0.596 1.935
H 3.7253 1.7046 2.1824 -2.113 1.639 -0.265
H 5.1431 -0.4310 -4.9362 -0.878 1.603 1.716
H 1.2986 -8.4140 10.9239 -0.075 0.208 -0.259
H -1.0276 -0.3682 4.6478 1.298 -1.123 -2.378
H 0.2126 -1.2252 0.7356 0.933 -0.369 -2.337
H -7.0537 -3.0176 1.9155 0.231 0.176 0.152
H -1.3015 -1.6161 -1.8602 1.220 -1.339 1.648
H 0.8940 3.9267 -4.2359 -0.027 -2.143 1.586
H -6.9090 -2.9157 3.6940 0.211 0.156 -0.203
H 0.8478 2.7161 5.8258 0.401 -2.663 0.108
H 1.4079 3.5792 3.6164 1.212 -1.871 -0.501
H -3.1637 5.8215 -12.5510 -0.258 0.158 -0.119
H -0.7502 -4.2724 3.5234 -2.013 1.197 -0.475
```
Forces are in eV/Å.

---

# 2
Entry from OMol25: a 7-piece molecular cluster, C29H59ClIN5O7P overall at a distorted geometry (ωB97M-V/def2-TZVPD).

## Properties
ΔE to the lowest compared entry with this formula, charge and spin	0.000	eV
max |F|	1.12	eV Å⁻¹
2S+1	1
orbital gap	6.66	eV
lowest unoccupied orbital energy	-3.89	eV
net charge	+1
HOMO	-10.553	eV

Structure (XYZ):
```
103
Properties=species:S:1:pos:R:3:forces:R:3
I 4.4285 -2.0378 -4.5803 -0.036 -0.033 -0.014
Cl 3.6597 -2.2052 -1.1417 0.268 -0.097 0.081
P 2.2620 -3.5974 -1.5960 -0.656 0.424 -0.255
O 2.8151 -2.3072 4.8820 -0.030 -0.031 -0.026
O -1.4902 -2.0360 3.5251 -0.003 -0.040 -0.017
O 1.9086 0.2804 -5.5753 0.046 -0.115 0.054
O -1.3007 0.3249 -1.5931 0.050 -0.059 -0.130
O -3.5535 7.4177 3.5070 0.004 0.013 0.043
O 2.7024 -4.7870 -0.5755 0.071 -0.286 -0.291
O -3.0422 4.5183 -1.0314 0.004 -0.032 0.014
N 3.9277 -7.9277 -5.9399 0.242 -0.009 -0.184
N 1.9286 -5.2953 -5.1846 0.617 -0.735 0.104
N 4.1303 -5.1559 -3.0211 0.036 0.125 -0.166
N 3.0226 -3.5260 -4.4294 1.033 -0.010 0.104
N 3.5133 -4.2800 -6.6179 -0.040 0.077 -0.237
C -2.6971 0.1246 -1.3391 -0.030 0.173 0.052
C -1.7015 5.0055 -1.0622 0.079 -0.050 0.067
C -4.9457 7.1984 3.7425 -0.019 0.045 0.008
C -2.5508 -2.9823 3.6789 -0.018 0.023 0.059
C 1.8641 -6.5636 -5.9217 -0.169 -0.027 -0.288
C -1.7235 6.3755 -0.3978 -0.072 0.024 -0.021
C -0.6078 -4.1806 3.0649 -0.056 -0.007 0.055
C -2.1276 -4.2311 2.9164 0.030 0.017 -0.068
C -3.9915 7.9703 5.7624 -0.034 0.032 -0.031
C 1.2065 0.1917 -4.3272 -0.090 0.003 -0.061
C -0.6212 0.6267 -0.3726 -0.004 -0.107 0.038
C 0.8587 1.6166 -3.9311 0.018 0.112 0.093
C 4.2021 -2.1530 5.1886 0.006 -0.016 0.061
C -1.7030 0.9125 0.6571 -0.029 0.168 0.086
C 2.9248 -4.3718 -3.2315 -0.273 -0.918 0.449
C 2.8436 -4.3732 -5.4809 -0.305 0.485 0.090
C -0.3423 -2.6846 2.9749 0.066 0.051 -0.091
C -2.8394 0.0178 0.1739 0.046 -0.160 -0.011
C -2.8519 6.2069 0.6189 0.058 -0.095 -0.099
C -2.8925 7.7109 4.7399 -0.007 -0.032 0.032
C 0.6809 2.2828 -5.2933 -0.047 -0.085 -0.007
C 4.3172 -0.8770 6.0128 -0.033 0.033 -0.033
C 2.8539 -7.5794 -5.3902 -0.287 0.045 0.229
C 2.9772 -0.8642 6.7472 0.029 -0.053 0.011
C 2.0377 -1.4084 5.6795 0.024 0.046 -0.052
C 1.7466 -5.2518 -3.7184 -0.920 0.628 0.134
C 1.7644 1.6012 -6.1158 0.048 0.044 -0.004
C -5.1069 7.0600 5.2508 0.044 -0.037 0.012
C -3.8298 5.3360 -0.1582 -0.033 0.057 -0.028
H -2.0058 1.9612 0.6052 0.003 0.000 -0.030
H -2.2805 6.8488 5.0271 0.004 0.010 0.022
H -2.6828 -3.1944 4.7449 -0.018 -0.026 -0.007
H 2.5132 -5.6819 -0.8994 0.087 0.244 0.300
H 4.3877 -3.7717 -6.6182 -0.248 0.285 -0.107
H 1.8436 -0.3076 -3.5918 0.021 -0.014 -0.019
H -3.6776 7.7500 6.7813 -0.004 -0.018 0.001
H -1.3835 0.6974 1.6759 -0.009 -0.049 -0.005
H -3.4741 -2.5429 3.2990 0.006 0.027 0.007
H 4.8310 -5.0652 -3.7459 0.014 0.082 0.066
H -4.4293 4.6884 0.4834 0.004 -0.026 -0.019
H -0.0718 -4.7478 2.3047 0.000 0.004 -0.008
H 4.0636 -7.4576 -6.8382 0.041 -0.061 0.007
H -5.5094 8.0568 3.3617 -0.024 -0.010 0.010
H -3.8212 0.3277 0.5270 0.003 0.028 -0.006
H 4.3949 -0.0072 5.3573 0.003 -0.003 -0.006
H 2.6814 0.1210 7.1033 0.006 0.011 -0.013
H -1.0613 4.3095 -0.5054 0.039 0.024 -0.014
H -2.5808 -5.1385 3.3124 0.010 -0.001 0.018
H 0.8390 -6.9385 -5.8786 0.071 0.036 0.096
H 3.9477 -6.1387 -2.8630 0.109 0.086 0.018
H -0.0237 1.6648 -3.2959 -0.009 -0.042 -0.009
H -0.2291 -2.3651 1.9305 0.036 -0.037 -0.009
H 4.7672 -2.1141 4.2563 -0.018 -0.007 -0.015
H -5.2605 6.3088 3.1942 0.021 -0.001 -0.015
H -0.0170 -0.2423 -0.0839 0.012 0.025 0.040
H 0.7901 3.3655 -5.2712 0.016 0.001 0.017
H -4.9224 6.0290 5.5595 -0.002 -0.004 -0.007
H 0.5463 -2.3810 3.5273 -0.007 0.032 -0.008
H 1.6615 -0.6077 5.0335 -0.034 0.030 0.058
H 1.6846 -6.2356 -3.2511 0.313 -0.059 -0.279
H -3.2497 0.9865 -1.7252 -0.016 -0.006 0.005
H -2.2339 8.5672 4.5917 0.000 0.000 -0.025
H -6.0996 7.3459 5.5943 0.002 0.019 0.003
H -0.3059 2.0480 -5.6972 0.000 0.009 -0.009
H -1.3560 5.0368 -2.0970 -0.039 -0.032 -0.018
H 2.7218 2.1247 -6.0240 -0.012 0.022 -0.004
H 0.7966 -4.7537 -3.4948 0.034 0.009 -0.090
H -2.4052 -4.1423 1.8630 -0.010 0.003 0.002
H 1.5145 1.5225 -7.1741 0.011 -0.036 -0.003
H 0.3041 -0.4116 -4.4693 -0.018 0.011 0.044
H -2.6669 -1.0107 0.5021 -0.013 0.000 0.009
H -3.2897 7.1436 0.9526 0.013 0.009 0.020
H -2.4894 5.6782 1.5018 -0.013 0.021 0.023
H -0.3095 -4.5583 4.0447 0.012 0.004 0.000
H -3.0288 -0.7684 -1.8705 0.041 -0.018 -0.004
H -4.5084 5.9438 -0.7659 -0.009 0.011 0.023
H 5.1807 -0.8822 6.6758 -0.007 -0.009 0.015
H -1.9838 7.1454 -1.1274 0.002 -0.002 -0.006
H 1.1849 -1.9496 6.0912 -0.006 -0.008 -0.016
H 3.1444 -4.5808 -7.5060 0.011 -0.161 0.134
H 3.0110 -1.5408 7.6033 -0.007 -0.003 0.000
H -0.7670 6.6410 0.0502 -0.001 -0.009 0.015
H 1.6951 2.0721 -3.3949 0.007 0.003 -0.011
H 2.6048 -8.0454 -4.4334 0.010 0.019 -0.021
H 0.0489 1.4729 -0.5359 -0.008 0.001 -0.048
H 4.5378 -3.0245 5.7605 0.023 0.011 0.003
H 2.0797 -6.3678 -6.9750 -0.083 -0.026 0.115
H -4.3092 9.0140 5.7213 0.007 0.004 -0.004
```
Forces are in eV/Å.

---

# 3
Entry from OMol25: a 2-piece molecular cluster, C29H59ClNO4 overall at a distorted geometry (ωB97M-V/def2-TZVPD).

## Properties
ΔE to the lowest compared entry with this formula, charge and spin	7.896	eV
max |F|	3.60	eV Å⁻¹
2S+1	1
orbital gap	1.74	eV
lowest unoccupied orbital energy	1.15	eV
net charge	-1
HOMO	-0.587	eV

Structure (XYZ):
```
94
Properties=species:S:1:pos:R:3:forces:R:3
Cl -4.3492 3.1934 5.4055 0.210 -0.361 -0.932
O -3.1916 3.0713 0.0420 -0.262 -1.834 0.152
O 5.7393 0.6996 -1.7810 1.199 -0.890 -0.412
O 3.0491 2.7461 -0.7162 -1.903 0.531 0.680
O 5.7418 -2.8407 0.2072 -1.013 1.077 -0.297
N -2.0571 1.1180 -0.9650 -0.578 -0.346 -0.783
C -4.6101 2.8357 0.1554 -1.718 1.123 -1.315
C 0.4320 0.8400 2.8556 0.366 -0.859 -0.085
C 6.4252 -2.2182 -0.9144 0.094 0.375 -0.619
C -4.1312 2.5263 3.7103 -0.110 -0.532 -1.087
C -0.7681 -0.2604 0.8524 1.279 1.755 -0.476
C 3.7383 1.6030 -0.8705 0.757 1.101 -0.544
C 5.1037 1.8611 -1.6359 -1.112 -0.829 0.521
C -1.4836 1.1365 -3.5129 0.061 0.047 1.096
C 3.3065 -2.6900 1.0302 1.577 -0.665 -0.982
C -1.6844 2.8421 2.6740 -1.296 0.359 -1.234
C -0.1193 -5.8363 -0.1067 0.533 -0.284 -1.606
C -0.6395 4.3886 -2.0048 0.160 -1.085 0.252
C 4.7411 -1.9618 0.8039 -0.314 0.517 0.651
C 2.1982 -5.1136 1.0822 0.118 0.337 -0.770
C -1.1048 -0.0539 -0.6962 1.306 -2.523 0.105
C 3.5367 -4.2632 0.7753 -0.759 0.213 1.002
C 1.4959 -5.6456 -0.2550 -0.315 -0.609 0.289
C -5.2290 2.1211 -1.1639 0.771 -1.122 1.218
C -2.4014 -2.3669 -0.2462 0.171 -1.601 -0.972
C -1.6511 1.9842 -2.1320 1.339 1.329 -3.062
C -1.4274 -3.5395 0.3378 -0.990 -0.145 0.061
C -0.9770 -4.6305 -0.7605 -0.263 -0.287 0.625
C -1.6998 -1.4322 -1.3341 -0.127 0.229 0.270
C -0.0711 1.1061 1.3631 -0.586 -0.941 0.454
C -1.2047 2.2616 1.2342 1.832 1.162 -0.034
C -2.4221 1.8757 0.2754 -0.627 0.655 3.446
C -0.2836 2.7887 -1.9351 -0.091 0.973 -0.727
C 0.5729 5.3048 -1.4447 -0.940 -0.777 -0.302
C -2.6692 1.8614 3.4702 -0.164 0.542 1.223
H 1.2458 4.6200 -0.8054 -0.693 1.193 -0.980
H 0.0904 6.1449 -0.8282 1.024 -1.059 -0.926
H -5.2570 0.9946 -0.9144 -0.117 1.491 -0.639
H 0.3300 2.4978 -1.0202 -0.583 0.477 -1.149
H -4.9752 1.7614 3.5530 1.314 1.121 0.395
H -1.9395 -5.0689 -1.2187 1.332 0.664 0.710
H -0.3501 0.2426 3.4597 1.035 1.157 -0.777
H -1.6640 -0.4514 1.5244 1.166 -0.144 -0.974
H -4.5137 2.2508 -2.0418 -1.255 0.142 1.037
H -1.3346 1.8914 -4.3614 -0.408 -1.086 1.312
H -0.5593 -3.1223 0.9398 -0.958 -0.523 -0.940
H -3.2202 -2.9546 -0.8110 1.098 0.905 0.875
H -0.0894 0.0931 -1.2196 -1.687 0.500 0.827
H 5.6228 2.6576 -1.0619 0.208 0.022 0.444
H 0.8707 1.3193 0.7406 -1.392 0.040 0.594
H -2.3037 3.7817 2.4169 0.991 -1.331 0.417
H -0.3408 -6.7633 -0.7576 0.085 1.316 1.107
H 3.2299 0.7904 -1.4444 -0.295 -0.208 -0.502
H 0.3916 2.5960 -2.8490 -0.893 0.022 1.643
H 4.5333 -1.0170 0.2000 0.764 -1.145 0.517
H 2.9782 -2.4817 2.1006 0.115 -0.381 -1.425
H 1.1558 5.7075 -2.3411 -0.656 -0.450 1.520
H -2.4664 -1.2462 -2.1657 1.103 0.093 1.065
H 0.7689 1.7679 3.4152 -0.548 -1.140 -0.768
H 0.0412 -1.0634 0.9085 -1.406 0.843 -0.043
H -2.2361 1.6771 4.5190 -0.649 0.111 -1.591
H 1.9201 -6.6869 -0.5028 -0.512 1.538 0.364
H 4.3681 -4.5661 1.5058 -1.135 0.241 -1.261
H -2.0932 -4.1214 1.0792 1.097 0.825 -0.948
H -4.3249 3.4024 2.9931 0.415 -1.303 1.173
H 7.2332 -1.5049 -0.5158 -1.145 -0.985 -0.841
H -0.4350 -6.0836 0.9568 0.443 0.468 -1.250
H 1.4222 -4.4451 1.6100 1.273 -1.080 -0.442
H -3.1115 1.1751 0.8839 1.078 0.721 -1.088
H 3.8771 -4.4674 -0.2934 -0.314 0.408 1.543
H -0.8286 -1.9791 -1.8513 -1.315 0.780 0.945
H 6.8759 -3.0692 -1.5456 -0.493 1.187 1.073
H -2.3898 0.4562 -3.7019 1.369 0.944 0.038
H -1.6171 4.5183 -1.4180 1.438 0.100 -0.655
H 2.5867 -2.2639 0.2526 0.650 -0.546 1.168
H 4.0298 1.0670 0.0582 0.148 0.093 0.488
H 1.3526 0.1478 2.8085 -1.338 1.095 -0.081
H -0.3720 -4.2236 -1.6331 -0.722 -0.226 1.192
H -2.9379 -1.8021 0.5804 0.824 -0.611 -1.013
H 1.7507 -4.9979 -1.1728 -0.521 -0.727 1.482
H -0.6709 3.1619 0.7427 -0.916 -1.332 0.634
H -0.5087 0.5515 -3.4188 -1.438 0.482 -0.334
H -2.9347 0.6464 -1.2761 0.641 0.473 0.276
H -2.7955 0.8297 2.9937 0.180 1.476 0.500
H -6.2945 2.4489 -1.3741 1.479 -0.293 0.139
H -0.8938 4.5842 -3.1112 0.384 -0.039 1.601
H -2.4499 2.7739 -2.3864 0.855 -1.465 1.086
H -4.9258 2.2780 1.0972 0.731 0.553 -1.143
H -5.1082 3.8723 0.2011 1.042 -1.429 0.115
H 5.6959 -1.6122 -1.5668 1.229 -0.557 1.017
H -0.8062 3.2279 3.2932 -1.177 -0.913 -1.014
H 5.1577 -1.6432 1.8240 -0.614 -0.352 -1.277
H 4.8306 2.4069 -2.5657 -0.245 -0.063 -0.427
H 2.4836 -6.0195 1.7161 -0.695 1.268 -0.615
```
Forces are in eV/Å.